# C14H14F18N5O12S6V

A structure of composition C14H14F18N5O12S6V at a distorted geometry (ωB97M-V/def2-TZVPD, OMol25).

Output
ΔE to the lowest compared entry with this formula, charge and spin   109.7 kcal/mol
Kohn-Sham gap (alpha / beta)   8.251 / 9.269 eV
Spin multiplicity   3
LUMO (alpha / beta)   -0.1005 / -0.0686 hartree

Atoms and positions in Å:
V1 19.305 -1.600 11.562
S1 20.478 -4.821 11.435
S2 18.798 0.084 14.450
S3 16.726 -0.643 9.517
S4 18.818 -1.709 8.311
S5 21.414 -3.197 13.214
S6 19.174 1.658 12.381
F1 16.584 1.151 15.593
F2 14.893 -2.057 10.893
F3 21.137 3.110 13.800
F4 19.172 0.990 8.313
F5 22.015 -4.961 15.156
F6 18.350 -4.549 9.714
F7 20.591 -3.413 15.739
F8 16.384 0.770 13.470
F9 20.702 -0.127 7.290
F10 14.394 -1.949 8.842
F11 15.935 -3.259 9.363
F12 18.779 0.237 6.264
F13 19.889 -4.980 14.615
F14 19.045 -6.605 9.982
F15 21.562 2.758 11.686
F16 17.959 -5.542 11.567
F17 21.803 1.148 13.110
F18 16.312 -0.841 14.950
O1 22.707 -3.669 12.734
O2 19.976 -2.532 8.540
O3 18.351 2.572 13.214
O4 20.831 -5.881 12.382
O5 19.450 1.105 15.284
O6 21.349 -1.758 13.434
O7 16.546 0.010 8.268
O8 19.069 1.842 10.945
O9 19.028 -1.260 14.980
O10 17.822 -2.351 7.475
O11 16.554 0.154 10.741
O12 21.487 -4.593 10.386
N1 18.342 -1.348 9.812
N2 21.298 -0.927 10.717
N3 20.054 -3.400 12.065
N4 19.147 0.075 12.675
N5 17.442 -2.528 12.481
C1 15.231 -4.508 14.466
C2 16.733 -4.213 14.345
C3 18.825 -5.436 10.606
C4 14.722 -5.402 13.361
C5 24.213 -2.597 8.509
C6 24.616 -1.569 9.512
C7 16.854 0.336 14.621
C8 23.641 -0.369 9.540
C9 20.980 -4.228 14.827
C10 19.405 -0.033 7.461
C11 17.124 -3.273 13.296
C12 22.364 -0.718 10.214
C13 15.429 -2.077 9.633
C14 21.042 2.213 12.809
H1 23.130 -2.696 8.571
H2 17.140 -5.215 14.211
H3 15.022 -4.978 15.427
H4 15.289 -6.332 13.335
H5 25.636 -1.202 9.396
H6 13.707 -5.767 13.517
H7 24.056 0.392 10.201
H8 14.789 -4.970 12.362
H9 24.663 -3.531 8.848
H10 24.597 -1.983 10.520
H11 17.104 -3.823 15.293
H12 14.740 -3.536 14.410
H13 24.641 -2.597 7.507
H14 23.540 -0.064 8.498

# C14H14N2O4Ti

A structure of composition C14H14N2O4Ti at a distorted geometry (ωB97M-V/def2-TZVPD, OMol25).

Output
ΔE to the lowest compared entry with this formula, charge and spin   20.6 kcal/mol
Kohn-Sham gap (alpha / beta)   5.538 / 5.528 eV
LUMO (alpha / beta)   -0.0591 / -0.0591 hartree

Atoms and positions in Å:
Ti1 0.375 0.026 -1.995
O1 1.062 0.847 -0.297
O2 1.633 -0.097 6.594
O3 1.184 -2.225 6.270
O4 -0.387 -0.820 -0.358
N1 1.841 -1.380 -2.423
N2 1.283 -1.046 5.854
C1 0.973 0.761 2.623
C2 0.374 -1.590 2.297
C3 -0.904 -1.290 -3.444
C4 -1.277 2.231 -0.924
C5 -0.915 1.027 -3.536
C6 0.410 -0.075 0.351
C7 0.583 -0.298 1.791
C8 1.158 0.526 3.978
C9 0.216 0.573 -4.279
C10 -2.593 2.080 -1.158
C11 0.594 -1.837 3.643
C12 -1.603 -0.129 -3.004
C13 0.992 -0.779 4.485
C14 0.220 -0.861 -4.226
H1 0.882 -1.501 -4.799
H2 0.057 -2.394 1.635
H3 2.677 -1.859 -2.070
H4 -1.199 -2.314 -3.222
H5 -3.302 2.087 -0.326
H6 -0.941 2.299 0.117
H7 0.474 -2.832 4.064
H8 0.916 1.215 -4.814
H9 -1.254 2.053 -3.443
H10 1.125 1.755 2.204
H11 -3.031 2.005 -2.156
H12 -2.532 -0.104 -2.443
H13 -0.541 2.625 -1.649
H14 1.447 1.322 4.660

Record-wise E_tot values, in hartree: -6849.0815; -1801.6372